ORCA calculation (wB97M-V/def2-TZVPD) on C42H29Cl5F6FeGeNO2P as an isolated structure in a non-equilibrium geometry.

Last column: Löwdin spin population.
Element x y z (Å)
Fe 12.05 17.18 12.39  4.172
C 11.70 18.89 16.53  0.011
C 12.45 20.01 16.29  0.001
C 13.18 20.05 15.10  0.009
C 13.23 18.99 14.20  0.035
C 12.23 18.01 14.34  0.241
C 11.53 17.94 15.53  0.041
C 14.19 18.88 13.15  0.017
C 15.26 19.82 12.97  0.000
C 16.20 19.52 11.94  0.006
C 16.07 18.38 11.12  0.003
C 16.81 18.18 9.95  0.002
C 16.46 17.25 8.99  -0.001
C 15.35 16.45 9.20  0.002
C 14.73 16.45 10.42  0.000
C 14.92 17.52 11.30  0.012
N 14.00 17.84 12.34  0.083
H 11.27 18.73 17.48  0.001
H 12.43 20.89 16.95  0.000
H 13.71 20.99 14.92  0.002
H 10.87 17.12 15.61  0.005
H 15.40 20.73 13.62  0.000
H 17.03 20.21 11.82  0.000
H 17.63 18.86 9.86  0.000
H 17.02 17.22 8.00  0.000
H 15.03 15.68 8.42  0.000
H 13.91 15.80 10.62  0.000
Cl 11.59 16.22 9.84  0.030
C 11.35 17.98 9.73  0.019
C 11.33 18.66 10.91  0.095
C 10.96 20.03 10.97  0.015
Cl 11.04 20.82 12.51  0.004
C 10.66 20.65 9.75  0.003
Cl 10.20 22.32 9.71  0.003
C 10.69 19.99 8.48  0.001
Cl 10.34 20.81 7.02  0.000
C 11.07 18.65 8.44  0.002
Cl 11.13 17.71 7.05  0.003
O 12.61 15.22 12.59  0.086
C 12.53 14.09 13.15  0.011
O 13.25 13.81 14.14  0.011
C 11.71 12.98 12.47  0.003
C 12.28 11.52 12.54  0.000
Ge 13.21 11.59 14.38  0.000
C 13.44 9.61 14.63  0.000
C 13.77 8.76 13.60  0.000
C 14.21 7.49 13.92  0.000
C 14.12 7.01 15.22  0.000
C 13.62 7.78 16.24  0.000
C 13.35 9.12 15.95  0.000
C 11.76 11.94 15.68  0.000
C 11.61 13.13 16.41  0.000
C 10.47 13.44 17.20  0.000
C 9.40 12.60 17.19  0.000
C 9.47 11.39 16.45  0.000
C 10.62 11.09 15.74  0.000
C 15.12 12.12 14.59  0.000
C 15.66 11.75 15.79  0.000
C 16.97 12.02 16.12  0.000
C 17.80 12.55 15.18  0.000
C 17.32 12.79 13.91  0.000
C 15.97 12.56 13.62  0.000
H 11.60 13.29 11.40  0.000
H 10.72 12.99 12.96  0.000
H 13.09 11.31 11.84  0.000
H 11.44 10.78 12.43  0.000
H 13.72 9.10 12.56  0.000
H 14.56 6.79 13.07  0.000
H 14.51 6.01 15.48  0.000
H 13.46 7.43 17.24  0.000
H 13.00 9.71 16.78  0.000
H 12.47 13.83 16.41  0.000
H 10.38 14.41 17.67  0.000
H 8.47 12.77 17.73  0.000
H 8.69 10.61 16.56  0.000
H 10.57 10.15 15.25  0.000
H 14.99 11.28 16.52  0.000
H 17.27 11.79 17.15  0.000
H 18.89 12.66 15.39  0.000
H 17.99 13.20 13.13  0.000
H 15.55 12.73 12.62  0.000
F 10.01 17.59 12.86  0.061
P 8.73 16.64 13.29  0.003
F 8.65 17.47 14.74  0.002
F 9.81 15.46 13.94  0.002
F 8.90 15.93 11.80  0.001
F 7.51 15.66 13.74  0.000
F 7.67 17.66 12.63  0.002

Largest force on an atom in eV Å⁻¹: 3.03
HOMO level (alpha / beta) in eV: -6.25 / -6.25
Spin multiplicity: 6
ΔE to the lowest compared entry with this formula, charge and spin in eV: 1.146
Gap between HOMO and LUMO (alpha / beta) in eV: 7.3 / 7.0
Charge: -1
<S²>: 8.759